No. 1
Below is a single C8H16O2Si molecule in a non-equilibrium geometry, with properties calculated with ωB97M-V with the def2-TZVPD basis set.

Each line ends with the Löwdin charge.
Cartesian coordinates (Å):
C  -1.63670  -0.61452  -0.07178  -0.425
C  -2.29600  -0.03707  -1.22049  -0.010
C  -0.50875  -0.34545  0.93472  -0.331
C  -0.59228  1.02952  1.64835  -0.101
C  -4.41112  0.52980  -0.19661  -0.004
C  2.41624  -0.23985  1.31956  -0.172
C  1.19113  0.55358  -1.60226  -0.154
C  1.32934  -2.31364  -0.53653  -0.170
O  -2.11104  -1.78742  -0.12366  0.018
O  -3.52372  0.23766  -1.35130  -0.081
Si  1.11343  -0.53243  -0.04167  0.561
H  -0.57460  -1.13150  1.62161  0.096
H  -1.12976  0.98058  2.56503  0.043
H  -1.08682  1.83872  0.92400  0.117
H  0.48597  1.44603  1.96569  0.098
H  -4.63105  -0.44954  0.33113  0.112
H  -5.28153  1.04710  -0.61349  0.090
H  -3.90606  1.13964  0.57502  0.090
H  2.75599  0.75785  1.54480  0.024
H  1.97548  -0.71980  2.19403  0.042
H  3.33686  -0.65544  1.17417  -0.014
H  0.27229  0.91736  -1.94322  -0.021
H  1.95251  1.41775  -1.48627  0.067
H  1.48762  -0.09557  -2.41217  0.020
H  0.53637  -2.45906  -1.33029  0.061
H  2.27625  -2.40141  -1.05983  0.031
H  1.31676  -3.06828  0.18743  0.013

Calculated values
Strongest force on any atom ... 3.5 eV/Å
2S+1 ... 1
ΔE to the lowest compared entry with this formula, charge and spin ... 104.09 kcal/mol

No. 2
Below is a molecular structure, C49H55AsGe2NPPb, with properties calculated with ωB97M-V with the def2-TZVPD basis set.

Each line ends with the Löwdin charge.
Cartesian coordinates (Å):
Pb  0.65229  -2.51633  1.04481  1.043
C  1.53756  -1.00844  6.01797  -0.138
C  1.12828  -1.70709  4.71073  -0.370
Ge  1.75752  -0.65930  3.19184  0.873
C  3.58948  -0.90192  2.56304  -0.380
C  4.56724  -0.59714  3.71080  -0.138
C  1.17703  1.17425  3.19630  -0.200
C  1.89394  2.18768  2.71550  -0.308
Ge  3.57824  2.61158  1.81559  1.166
C  3.74244  2.16717  -0.07107  -0.327
C  4.14830  3.33456  -0.97503  -0.126
C  5.05231  3.17561  2.93711  -0.300
C  5.91841  4.26705  2.29750  -0.128
C  1.65542  3.64589  2.86308  -0.294
C  1.50191  4.28170  4.09150  0.005
C  1.64193  5.65884  4.17255  0.007
C  1.98209  6.41831  3.05118  -0.013
C  2.14486  5.80575  1.82436  -0.016
C  1.98980  4.41654  1.71762  -0.134
H  1.21702  -1.61258  6.86645  0.094
H  1.07088  -0.02786  6.11798  0.073
H  2.61747  -0.88428  6.09877  0.067
H  0.04339  -1.81379  4.65730  0.066
H  1.56009  -2.70765  4.64410  0.074
H  3.75541  -0.26305  1.69132  0.027
H  3.72617  -1.92939  2.21809  0.061
H  4.41485  0.39768  4.13599  0.060
H  5.59524  -0.66144  3.35421  0.092
H  4.46421  -1.31795  4.52167  0.080
H  0.23559  1.40193  3.69673  0.083
H  2.78521  1.73313  -0.37139  0.056
H  4.49034  1.36682  -0.11328  0.074
H  3.39309  4.12248  -0.98750  0.069
H  4.27169  2.98237  -1.99932  0.083
H  5.09017  3.78208  -0.66653  0.072
H  5.64115  2.27579  3.14204  0.071
H  4.62016  3.49536  3.88657  0.084
H  6.40293  3.92084  1.38570  0.072
H  6.70601  4.55685  2.99166  0.093
H  5.33857  5.16096  2.06542  0.073
H  1.31030  3.69726  4.98285  0.133
H  1.50717  6.15171  5.12697  0.134
H  2.10094  7.48950  3.14410  0.132
H  2.35463  6.39682  0.94189  0.131
H  1.88936  3.97791  0.72449  0.091
N  2.12315  -1.68051  -0.60307  0.027
C  2.87435  -1.56413  -1.47226  -0.088
C  3.80780  -1.42524  -2.53235  -0.225
C  5.00702  -2.14769  -2.48503  -0.005
C  5.89982  -2.02410  -3.53238  -0.026
C  5.59843  -1.19428  -4.60748  -0.009
C  4.40489  -0.47853  -4.64956  -0.035
C  3.49860  -0.58952  -3.61375  -0.019
H  5.22463  -2.79746  -1.64754  0.128
H  6.82857  -2.57778  -3.51713  0.129
H  6.30073  -1.10756  -5.42637  0.131
H  4.18439  0.15664  -5.49668  0.125
H  2.56114  -0.04873  -3.63426  0.111
C  -3.07392  -1.65608  -0.32692  -0.358
C  -3.56032  -3.10952  -0.32189  -0.367
As  -5.45643  -3.29190  -0.79504  1.504
C  -6.60769  -2.60209  0.51042  -0.402
C  -7.92647  -2.29963  0.13568  -0.087
C  -8.82047  -1.87292  1.09865  -0.026
C  -8.41658  -1.77869  2.42693  -0.008
C  -7.11638  -2.11217  2.80496  -0.043
C  -6.21184  -2.53999  1.85506  -0.099
C  -5.72004  -2.48416  -2.49774  -0.405
C  -5.40700  -3.22422  -3.63827  -0.106
C  -5.60314  -2.65515  -4.88646  -0.056
C  -6.10422  -1.36300  -4.98995  -0.031
C  -6.41230  -0.62908  -3.84963  -0.045
C  -6.23305  -1.18766  -2.59391  -0.106
P  -1.26765  -1.52105  -0.70152  0.891
C  -1.10207  -2.28992  -2.31745  -0.410
C  -1.84723  -1.80012  -3.39648  -0.090
C  -1.76815  -2.42860  -4.62778  -0.043
C  -0.95902  -3.54944  -4.78966  -0.026
C  -0.22543  -4.04463  -3.72115  -0.042
C  -0.29634  -3.41527  -2.48601  -0.115
C  -0.92777  0.24937  -0.83827  -0.384
C  -1.25487  1.07694  0.23774  -0.104
C  -0.99421  2.43700  0.17452  -0.063
C  -0.39125  2.97391  -0.95697  -0.060
C  -0.04047  2.15053  -2.01910  -0.052
C  -0.30574  0.78903  -1.96329  -0.084
H  -3.30163  -1.15349  0.61345  0.085
H  -3.55350  -1.07864  -1.12364  0.080
H  -3.40350  -3.60407  0.63643  0.073
H  -3.05454  -3.70032  -1.08855  0.063
H  -8.24694  -2.40057  -0.89389  0.115
H  -9.83718  -1.63037  0.82153  0.130
H  -9.12634  -1.46062  3.17925  0.130
H  -6.82580  -2.05339  3.84488  0.122
H  -5.21199  -2.83012  2.15469  0.098
H  -5.04529  -4.24282  -3.56030  0.111
H  -5.39246  -3.22986  -5.77864  0.123
H  -6.27525  -0.93045  -5.96705  0.126
H  -6.81418  0.37128  -3.93961  0.123
H  -6.49718  -0.62458  -1.70763  0.107
H  -2.48085  -0.92620  -3.28559  0.119
H  -2.33848  -2.04514  -5.46357  0.121
H  -0.90267  -4.03847  -5.75338  0.127
H  0.39756  -4.92025  -3.84734  0.124
H  0.27925  -3.81601  -1.65696  0.062
H  -1.73953  0.67133  1.12003  0.104
H  -1.28368  3.08142  0.99517  0.120
H  -0.22176  4.04168  -1.02403  0.120
H  0.41158  2.57353  -2.90738  0.121
H  -0.06018  0.15734  -2.80817  0.100

Calculated values
Strongest force on any atom ... 0.1 eV/Å
Net charge ... +4
2S+1 ... 1
ΔE to the lowest compared entry with this formula, charge and spin ... 0.00 kcal/mol

No. 3
Below is a gas-phase ion, C4H5N2O (charge +1) in a non-equilibrium geometry, with properties calculated with ωB97M-V with the def2-TZVPD basis set.

Each line ends with the Löwdin charge.
Cartesian coordinates (Å):
C  -1.23266  -1.09943  0.43272  -0.068
C  0.87712  0.09533  0.40492  -0.002
C  -1.70409  0.83030  -0.30504  -0.108
C  2.15094  0.45831  -0.11660  0.006
N  0.04083  -0.77815  0.39626  0.168
N  -2.03718  -0.41132  -0.45514  0.129
O  -0.75205  1.52291  -0.04895  0.171
H  -1.52532  -1.81453  1.07919  0.118
H  2.93640  -0.04487  0.49005  0.139
H  2.32576  1.53757  -0.05913  0.109
H  1.97403  0.33801  -1.18092  0.118
H  -3.05378  -0.63413  -0.63737  0.221

Calculated values
Strongest force on any atom ... 5.4 eV/Å
Net charge ... +1
2S+1 ... 1
ΔE to the lowest compared entry with this formula, charge and spin ... 74.31 kcal/mol

No. 4
Below is a single C5H13N3O molecule in a non-equilibrium geometry, with properties calculated with ωB97M-V with the def2-TZVPD basis set.

Each line ends with the Löwdin charge.
Cartesian coordinates (Å):
C  -0.92496  -1.63129  -1.34852  -0.082
C  -0.38550  -0.71668  1.94448  -0.048
C  0.40177  0.72211  0.00832  -0.345
C  1.91682  0.79747  0.01958  -0.239
C  -1.74010  1.76193  -0.36976  -0.102
H  -0.04844  -2.25518  -1.15061  0.083
H  -0.67233  -0.98750  -2.20546  0.081
H  -1.85284  -2.21095  -1.62658  0.100
H  0.51573  -0.62399  2.62821  0.109
H  -1.14378  0.03613  2.20743  0.079
H  -0.86092  -1.69723  2.05043  0.088
H  2.17575  0.97714  1.06371  0.110
H  2.07726  1.69962  -0.51435  0.096
H  2.39785  -1.08370  -0.02151  0.076
H  3.53047  -0.17335  -0.81728  0.059
H  -2.11451  1.41645  -1.37836  0.099
H  -2.05818  2.79467  -0.25199  0.062
H  -2.20892  1.14762  0.42031  0.066
N  -0.04828  -0.57992  0.53732  -0.145
N  2.54298  -0.29599  -0.68317  0.011
N  -0.26741  1.71176  -0.28473  0.075
O  -1.23247  -0.80911  -0.22746  -0.233

Calculated values
Strongest force on any atom ... 3.4 eV/Å
2S+1 ... 1
ΔE to the lowest compared entry with this formula, charge and spin ... 98.83 kcal/mol

No. 5
Below is 2 unconnected molecules or ions with the total composition C5H11N2 in a non-equilibrium geometry, with properties calculated with ωB97M-V with the def2-TZVPD basis set.

Each line ends with the Löwdin charge.
Cartesian coordinates (Å):
C  2.34758  0.04923  0.40609  -0.178
C  -1.78890  -0.78071  -0.18308  -0.108
C  3.78504  0.07797  0.34897  -0.062
C  -3.56836  0.83420  0.21982  -0.082
C  -2.81940  -0.43259  0.55684  -0.111
N  1.66346  -0.09951  -0.65153  0.149
N  -0.79777  -0.85442  -0.91959  0.109
H  1.73924  0.47981  1.30503  0.184
H  4.07749  1.13039  0.73845  0.135
H  4.32326  -0.69066  1.07233  0.146
H  4.07352  -0.09012  -0.73371  0.108
H  -3.07670  1.44664  -0.44895  0.045
H  -4.64396  0.39357  0.00835  0.136
H  -3.69181  1.57876  0.99260  0.074
H  -3.22727  -1.03951  1.38284  0.128
H  0.50706  -0.18528  -0.81555  0.091
H  -0.93770  -1.41276  -1.75664  0.115
H  2.03524  -0.40501  -1.52228  0.120

Calculated values
Strongest force on any atom ... 3.9 eV/Å
Net charge ... +1
2S+1 ... 1
ΔE to the lowest compared entry with this formula, charge and spin ... 59.86 kcal/mol

No. 6
Below is a molecular structure, C4H8N2OS in a non-equilibrium geometry, with properties calculated with ωB97M-V with the def2-TZVPD basis set.

Each line ends with the Löwdin charge.
Cartesian coordinates (Å):
C  1.07189  -0.80445  -0.50084  -0.124
C  0.92217  0.47227  -1.01098  -0.135
C  0.02269  -1.75650  -0.22294  -0.305
C  -0.37020  1.08685  -1.15908  -0.032
N  -0.81953  -1.27091  0.84979  -0.250
N  -0.95723  1.35506  0.58918  -0.158
O  0.52273  0.39861  2.34352  -0.368
S  -0.61771  0.07246  1.53716  0.642
H  2.13414  -1.10703  -0.46369  0.117
H  1.82297  1.04714  -1.00006  0.099
H  -0.65143  -2.05306  -1.04948  0.125
H  0.61605  -2.61273  0.12130  0.109
H  -0.38580  2.09701  -1.43053  0.071
H  -1.07537  0.71515  -1.82567  0.083
H  -0.52949  2.23021  0.86859  0.060
H  -1.70588  0.12992  2.35372  0.067

Calculated values
Strongest force on any atom ... 5.3 eV/Å
2S+1 ... 1
ΔE to the lowest compared entry with this formula, charge and spin ... 115.55 kcal/mol